Entry from the OMol25 dataset: a structure of composition C27H35AsFIN6O4Si2Sr in a non-equilibrium geometry (ωB97M-V/def2-TZVPD).

Each line ends with the Mulliken charge.
Atoms and positions in Å:
Sr  0.240  0.307  0.805  1.20
N  -0.974  3.796  3.001  -0.03
C  -2.115  3.441  2.252  0.40
C  -3.242  4.239  2.492  -0.54
C  -4.390  3.991  1.775  -0.71
C  -4.388  2.952  0.850  -0.71
C  -3.235  2.215  0.704  -0.31
N  -2.101  2.442  1.383  0.26
C  0.283  3.258  3.110  0.30
C  1.244  3.946  3.877  -0.65
C  2.502  3.420  4.006  -0.50
C  2.825  2.211  3.378  -0.88
C  1.827  1.629  2.647  0.05
N  0.582  2.116  2.509  -0.46
H  -1.117  4.629  3.548  0.13
H  -3.200  5.033  3.227  0.35
H  -5.273  4.595  1.937  0.40
H  -5.258  2.715  0.258  0.44
H  -3.190  1.379  0.013  0.28
H  0.980  4.881  4.354  0.38
H  3.245  3.944  4.593  0.41
H  3.800  1.756  3.462  0.52
H  1.973  0.681  2.126  0.71
I  5.089  -5.145  -0.308  0.12
C  3.300  -4.637  -1.211  -0.18
C  3.033  -4.960  -2.534  -0.13
C  1.825  -4.556  -3.076  -0.86
C  0.943  -3.838  -2.276  -0.14
N  1.197  -3.528  -1.013  -0.16
C  2.349  -3.928  -0.486  -0.62
H  3.753  -5.512  -3.125  0.39
H  1.564  -4.784  -4.100  0.39
H  -0.008  -3.495  -2.673  0.45
H  2.523  -3.657  0.549  0.66
F  5.908  2.826  -1.778  -0.31
C  5.841  1.942  -0.779  0.28
C  5.089  0.845  -0.858  -0.04
N  5.025  -0.075  0.173  0.23
C  4.118  -1.215  0.067  -1.40
C  2.685  -0.751  0.235  1.79
O  2.315  0.291  -0.384  -1.05
O  1.905  -1.353  1.008  -0.89
C  5.707  0.113  1.354  0.44
O  5.632  -0.629  2.310  -0.65
N  6.496  1.252  1.384  -0.06
C  6.639  2.234  0.410  0.26
O  7.344  3.203  0.570  -0.62
H  4.484  0.623  -1.725  0.42
H  4.381  -1.931  0.841  0.35
H  4.257  -1.686  -0.907  0.34
H  7.028  1.380  2.233  0.24
C  -3.276  1.125  -2.940  -1.06
Si  -2.306  -0.483  -2.857  0.53
C  -3.221  -1.693  -3.956  -1.11
C  -0.652  -0.154  -3.686  -1.02
As  -1.832  -1.279  -0.781  0.03
Si  -3.846  -1.700  0.186  0.33
C  -5.301  -0.696  -0.455  -0.63
C  -3.752  -1.383  2.040  -1.13
C  -4.325  -3.498  -0.012  -1.12
H  -3.373  1.404  -3.996  0.42
H  -2.783  1.954  -2.427  0.22
H  -4.284  1.031  -2.531  0.27
H  -3.258  -1.322  -4.985  0.34
H  -4.252  -1.857  -3.630  0.29
H  -2.736  -2.671  -3.966  0.30
H  -0.803  0.162  -4.723  0.32
H  -0.026  -1.049  -3.693  0.20
H  -0.079  0.630  -3.183  0.24
H  -5.185  0.380  -0.357  -0.15
H  -6.179  -0.990  0.131  0.39
H  -5.521  -0.910  -1.503  0.27
H  -3.658  -0.318  2.271  0.27
H  -2.890  -1.894  2.479  0.26
H  -4.646  -1.762  2.544  0.31
H  -4.379  -3.771  -1.069  0.27
H  -5.297  -3.709  0.444  0.32
H  -3.583  -4.156  0.446  0.28

Its energy is -133951.084 eV. The calculation puts the HOMO energy at -6.3 eV. Its total charge is 0. For the orbital gap, the calculation gives 6.190 eV. The multiplicity is 1. The calculation puts the LUMO energy at -0.0047 hartree.